# C22H38BrCl16N4OPS

9 unconnected molecules or ions with the total composition C22H38BrCl16N4OPS at a distorted geometry (wB97M-V/def2-TZVPD, the Open Molecules 2025 dataset).

ORCA input file:
```
! RIJCOSX wB97M-V def2-TZVPD def2/J DEFGRID3
* xyz 0 1
N 0.3067 5.7497 0.6881
C 0.8000 4.3606 1.0589
C -0.3046 3.2034 1.5421
P -2.1516 3.7933 1.5085
N -3.1192 2.4222 0.8954
O -2.6723 4.2356 3.1483
C 0.1935 1.7072 1.9925
Br -1.0922 0.3121 2.6273
C 1.8059 1.2720 1.9426
C 2.8770 2.4193 1.4450
N 4.3870 2.3433 1.2660
S 4.9055 3.9542 0.7160
N 3.4472 4.9667 0.6028
C 2.4029 3.9396 1.0283
H 1.1780 6.3568 0.6190
H -0.2462 6.1953 1.4579
H -4.1022 2.6866 0.6660
H -2.6312 1.9467 0.1049
H -2.9765 5.2082 3.0736
H 2.1591 0.1786 2.2476
Cl 1.5933 -0.4212 0.1065
C 1.7728 -1.9519 -0.7872
C 2.8773 -1.8821 -1.8295
Cl 2.4596 -0.7989 -3.1803
H 0.8064 -2.1963 -1.2392
H 2.0072 -2.7238 -0.0479
H 3.0455 -2.8739 -2.2594
H 3.8202 -1.5355 -1.3951
Cl -0.9687 0.3977 -6.7771
C 0.5379 0.3827 -7.7277
C 1.7656 0.1778 -6.8548
Cl 2.0899 1.5834 -5.8099
H 0.5942 1.3205 -8.2893
H 0.4505 -0.4386 -8.4454
H 2.6499 0.0403 -7.4839
H 1.6629 -0.7044 -6.2153
Cl 0.0933 -4.6784 2.6351
C 0.2728 -6.2091 1.7414
C 1.3773 -6.1393 0.6991
Cl 0.9596 -5.0560 -0.6517
H -0.6936 -6.4534 1.2894
H 0.5072 -6.9809 2.4807
H 1.5455 -7.1310 0.2692
H 2.3202 -5.7926 1.1335
Cl -6.0670 3.5801 0.2368
C -6.6852 3.8393 1.8874
C -7.8422 2.9108 2.2196
Cl -9.3092 3.3054 1.2897
H -6.9724 4.8913 1.9809
H -5.8507 3.6528 2.5702
H -8.1030 3.0062 3.2777
H -7.5880 1.8642 2.0251
Cl 5.3374 -4.2799 -4.7496
C 3.6975 -4.9556 -4.9166
C 2.9716 -4.4067 -6.1344
Cl 2.5634 -2.6824 -5.9532
H 3.1491 -4.7478 -3.9924
H 3.8104 -6.0401 -5.0084
H 2.0283 -4.9420 -6.2771
H 3.5683 -4.5207 -7.0448
Cl -5.4550 5.1000 4.3247
C -6.4395 6.5225 4.7502
C -7.7693 6.1340 5.3762
Cl -8.8631 5.3578 4.2041
H -6.5795 7.1214 3.8448
H -5.8522 7.1123 5.4605
H -8.2820 7.0277 5.7439
H -7.6333 5.4491 6.2191
Cl -2.3640 -0.0416 6.2687
C -3.6569 -1.2493 6.4777
C -3.4582 -2.4635 5.5848
Cl -3.6914 -2.0767 3.8619
H -4.6152 -0.7577 6.2828
H -3.6384 -1.5533 7.5287
H -4.1914 -3.2348 5.8382
H -2.4584 -2.8926 5.7044
Cl 9.4736 -5.7765 -2.2802
C 9.0555 -4.3122 -3.2046
C 10.1555 -3.9119 -4.1747
Cl 11.6121 -3.3247 -3.3344
H 8.8358 -3.5117 -2.4912
H 8.1375 -4.5378 -3.7558
H 9.8079 -3.0951 -4.8140
H 10.4483 -4.7468 -4.8190
*
```

## Properties
Relative energy (zero: lowest compared OMol25 entry of this formula, charge and spin) in kcal per mole: 187.9
Max |F| in eV/Å: 7.61
SMILES string: Nc1c(P(N)O)c(Br)cc2nsnc12.ClCCCl.ClCCCl.ClCCCl.ClCCCl.ClCCCl.ClCCCl.ClCCCl.ClCCCl
Electronic energy in Ha: -11831.6389
HOMO-LUMO gap in eV: 6.239
HOMO energy in eV: -7.571

Löwdin population analysis, charges in e, atoms 1 to 5: 0.01, -0.13, -0.29, 0.85, -0.24